1.
ORCA calculation (ωB97M-V/def2-TZVPD) on a 3-piece molecular cluster, C15H27F2N4O9P2S overall.

Computed properties:
Net charge = +1
Gap between HOMO and LUMO = 7.299 eV
E_LUMO = -3.67 eV
E_HOMO = -10.9689 eV

Cartesian coordinates (Å):
C1 1.756 -0.910 1.121
C2 1.108 -1.981 0.530
N1 0.872 -2.172 -0.866
C3 -0.509 -2.331 -1.051
N2 -1.103 -3.497 -0.892
P1 -0.283 -5.020 -0.518
S1 1.137 -5.531 -1.693
N3 -1.325 -1.304 -1.402
C4 -0.807 0.013 -0.958
P2 -1.899 1.460 -1.332
N4 -1.801 1.964 -2.786
O1 -1.396 2.651 -0.335
O2 -3.408 1.108 -0.891
C5 0.558 0.240 -1.575
C6 1.316 -1.082 -1.774
C7 2.843 -0.836 -1.888
C8 3.742 -1.990 -1.484
C9 5.149 -1.660 -2.036
O3 3.339 -3.219 -2.056
H1 1.206 0.020 1.219
H2 2.786 -0.988 1.444
H3 0.714 -2.772 1.174
H4 -2.109 -3.530 -1.011
H5 0.056 -4.989 0.851
H6 -1.345 -5.943 -0.624
H7 -2.202 -1.463 -0.910
H8 -0.683 -0.036 0.136
H9 -1.446 2.915 -2.732
H10 -0.763 2.285 0.306
H11 -3.330 0.469 -0.156
H12 0.444 0.671 -2.570
H13 1.156 0.940 -0.984
H14 1.011 -1.412 -2.769
H15 3.034 -0.538 -2.918
H16 3.064 0.032 -1.270
H17 3.847 -2.020 -0.395
H18 5.454 -0.672 -1.694
H19 5.020 -1.562 -3.116
H20 5.875 -2.434 -1.802
H21 4.158 -3.686 -2.265
C10 -6.688 0.732 2.102
C11 -6.180 1.570 3.249
O4 -4.972 0.901 3.607
C12 -4.513 0.311 2.481
O5 -3.405 -0.110 2.330
O6 -5.461 0.261 1.527
F1 -7.026 1.547 4.299
H22 -7.282 -0.119 2.438
H23 -7.268 1.305 1.383
H24 -5.954 2.605 2.989
C13 1.610 4.140 2.193
C14 2.977 4.653 1.815
O7 3.487 3.595 1.010
C15 2.422 2.994 0.433
O8 2.485 2.251 -0.493
O9 1.265 3.350 1.044
F2 3.767 4.806 2.896
H25 1.641 3.503 3.078
H26 0.887 4.936 2.355
H27 2.971 5.578 1.236

The Löwdin scheme yields these atomic charges, measured in e: atom 1 (C): 0.04, atom 2 (C): -0.12, atom 3 (N): 0.04, atom 4 (C): -0.34, atom 5 (N): -0.05, atom 6 (P): 0.34, atom 7 (S): 0.26, atom 8 (N): 0.14, atom 9 (C): -0.31, atom 10 (P): 0.53, atom 11 (N): -0.15, atom 12 (O): -0.14, atom 13 (O): -0.12, atom 14 (C): -0.14, atom 15 (C): -0.23, atom 16 (C): -0.09, atom 17 (C): -0.44, atom 18 (C): -0.04, atom 19 (O): -0.08, atom 20 (H): 0.06, atom 21 (H): 0.08, atom 22 (H): 0.10, atom 23 (H): 0.13, atom 24 (H): -0.01, atom 25 (H): -0.01, atom 26 (H): 0.15, atom 27 (H): 0.12, atom 28 (H): 0.00, atom 29 (H): 0.05, atom 30 (H): 0.04, atom 31 (H): 0.13, atom 32 (H): 0.08, atom 33 (H): 0.16, atom 34 (H): 0.14, atom 35 (H): 0.10, atom 36 (H): 0.13, atom 37 (H): 0.09, atom 38 (H): 0.09, atom 39 (H): 0.09, atom 40 (H): 0.09, atom 41 (C): -0.03, atom 42 (C): -0.30, atom 43 (O): 0.15, atom 44 (C): -0.56, atom 45 (O): 0.14, atom 46 (O): 0.06, atom 47 (F): 0.09, atom 48 (H): 0.15, atom 49 (H): 0.15, atom 50 (H): 0.18, atom 51 (C): -0.03, atom 52 (C): -0.30, atom 53 (O): 0.16, atom 54 (C): -0.53, atom 55 (O): 0.15, atom 56 (O): 0.05, atom 57 (F): 0.10, atom 58 (H): 0.15, atom 59 (H): 0.15, atom 60 (H): 0.18

2.
ORCA calculation (ωB97M-V/def2-TZVPD) on C15H27InN2O4P2 as an isolated structure.

Computed properties:
Energy above the lowest of the compared OMol25 structures with the same formula, charge and spin = 48.0 kJ/mol
Net charge = +2
Gap between HOMO and LUMO = 6.313 eV
E_LUMO = -8.93 eV
E_HOMO = -15.2418 eV

Cartesian coordinates (Å):
In1 0.175 0.660 1.323
P1 -2.153 -0.532 0.957
C1 -2.237 -2.254 0.288
C2 -1.239 -2.432 -0.845
N1 -0.228 -1.565 -0.908
C3 0.661 -1.623 -1.902
C4 0.554 -2.575 -2.936
C5 -0.481 -3.504 -2.873
C6 -1.401 -3.425 -1.829
C7 1.763 -0.585 -1.921
P2 2.167 0.077 -0.250
H1 -2.259 -4.085 -1.783
H2 1.274 -2.551 -3.757
H3 -0.569 -4.270 -3.645
H4 2.690 -0.988 -2.377
H5 1.415 0.308 -2.482
H6 -1.992 -2.901 1.153
H7 -3.275 -2.447 -0.044
H8 1.839 -2.275 3.808
O1 1.274 -2.707 3.130
H9 0.760 -3.446 3.554
H10 2.844 0.381 3.891
O2 3.202 -0.439 3.445
H11 4.074 -0.627 3.875
C8 3.427 -1.108 0.258
H12 4.212 -1.101 -0.516
H13 3.818 -0.818 1.243
H14 2.950 -2.099 0.299
C9 3.126 1.503 -0.824
H15 3.334 2.131 0.051
H16 4.073 1.149 -1.260
H17 2.530 2.037 -1.582
C10 -3.152 0.290 -0.340
H18 -4.097 -0.275 -0.432
H19 -3.361 1.317 -0.005
H20 -2.616 0.270 -1.303
C11 -3.325 -0.552 2.323
H21 -3.373 0.473 2.711
H22 -4.325 -0.853 1.985
H23 -2.960 -1.259 3.078
O3 0.168 2.386 -2.269
C12 -0.292 2.946 -1.274
C13 -0.842 4.359 -1.193
C14 -1.175 4.598 0.284
C15 -0.910 3.276 0.952
O4 -1.087 2.943 2.138
N2 -0.397 2.419 0.016
H24 -0.102 5.076 -1.562
H25 -1.745 4.438 -1.809
H26 -0.516 5.364 0.717
H27 -2.220 4.894 0.440

The Löwdin scheme yields these atomic charges, measured in e: atom 1 (In): 0.98, atom 2 (P): 0.82, atom 3 (C): -0.24, atom 4 (C): -0.32, atom 5 (N): 0.07, atom 6 (C): -0.31, atom 7 (C): 0.01, atom 8 (C): -0.01, atom 9 (C): 0.01, atom 10 (C): -0.24, atom 11 (P): 0.82, atom 12 (H): 0.13, atom 13 (H): 0.13, atom 14 (H): 0.13, atom 15 (H): 0.13, atom 16 (H): 0.09, atom 17 (H): 0.11, atom 18 (H): 0.12, atom 19 (H): 0.02, atom 20 (O): -0.11, atom 21 (H): 0.07, atom 22 (H): 0.08, atom 23 (O): -0.10, atom 24 (H): 0.09, atom 25 (C): -0.22, atom 26 (H): 0.08, atom 27 (H): 0.04, atom 28 (H): 0.07, atom 29 (C): -0.22, atom 30 (H): 0.06, atom 31 (H): 0.08, atom 32 (H): 0.05, atom 33 (C): -0.21, atom 34 (H): 0.08, atom 35 (H): 0.06, atom 36 (H): 0.07, atom 37 (C): -0.23, atom 38 (H): 0.07, atom 39 (H): 0.08, atom 40 (H): 0.07, atom 41 (O): 0.06, atom 42 (C): -0.44, atom 43 (C): -0.06, atom 44 (C): -0.06, atom 45 (C): -0.52, atom 46 (O): 0.01, atom 47 (N): 0.02, atom 48 (H): 0.14, atom 49 (H): 0.14, atom 50 (H): 0.15, atom 51 (H): 0.14

3.
ORCA calculation (ωB97M-V/def2-TZVPD) on C15H27NO as an isolated structure.

Computed properties:
Energy above the lowest of the compared OMol25 structures with the same formula, charge and spin = 1470.2 kJ/mol
Gap between HOMO and LUMO = 9.155 eV
E_LUMO = 0.59 eV
E_HOMO = -8.5614 eV

Cartesian coordinates (Å):
C1 5.781 -0.549 0.907
C2 5.169 -1.497 0.529
C3 4.506 -2.838 0.148
C4 3.233 -2.917 0.795
C5 2.249 -2.096 -0.099
C6 2.343 -0.748 0.048
C7 1.328 -0.085 -0.728
C8 -0.178 -0.275 -0.602
C9 -0.891 -1.402 -1.342
C10 -2.391 -1.561 -0.719
C11 -3.261 -0.602 -1.054
O1 -3.651 -0.272 -2.208
N1 -3.341 0.615 0.029
H1 -2.977 0.144 0.920
C12 -4.055 1.733 -0.143
C13 -3.090 2.827 -0.015
C14 -2.273 3.210 1.212
C15 -1.352 4.300 1.072
H2 -0.833 4.156 0.018
H3 -0.803 4.338 1.965
H4 -1.917 5.207 0.745
H5 -1.627 2.013 1.395
H6 -2.992 3.079 1.979
H7 -3.725 3.645 -0.189
H8 -2.493 2.640 -1.299
H9 -4.800 1.644 -0.955
H10 -4.687 1.967 0.911
H11 -2.898 -2.577 -1.351
H12 -2.291 -1.885 0.466
H13 -1.046 -1.087 -2.225
H14 -0.434 -2.398 -1.269
H15 -0.692 0.697 -0.739
H16 -0.282 -0.538 0.588
H17 1.543 1.070 -0.924
H18 1.401 -0.432 -1.926
H19 3.148 -0.663 -0.429
H20 2.177 -0.349 0.821
H21 2.162 -2.782 -0.812
H22 1.204 -2.653 0.389
H23 3.295 -2.751 1.871
H24 2.952 -3.993 1.055
H25 5.360 -3.827 0.822
H26 4.732 -2.965 -0.815
H27 6.397 0.458 1.157

The Löwdin scheme yields these atomic charges, measured in e: atom 1 (C): 0.06, atom 2 (C): -0.18, atom 3 (C): -0.21, atom 4 (C): -0.27, atom 5 (C): -0.21, atom 6 (C): -0.28, atom 7 (C): -0.21, atom 8 (C): -0.22, atom 9 (C): -0.14, atom 10 (C): -0.16, atom 11 (C): -0.42, atom 12 (O): 0.02, atom 13 (N): -0.02, atom 14 (H): 0.14, atom 15 (C): -0.36, atom 16 (C): -0.29, atom 17 (C): -0.33, atom 18 (C): -0.14, atom 19 (H): 0.12, atom 20 (H): 0.06, atom 21 (H): 0.09, atom 22 (H): 0.18, atom 23 (H): 0.08, atom 24 (H): 0.07, atom 25 (H): 0.22, atom 26 (H): 0.14, atom 27 (H): 0.16, atom 28 (H): 0.21, atom 29 (H): 0.17, atom 30 (H): 0.03, atom 31 (H): 0.11, atom 32 (H): 0.10, atom 33 (H): 0.15, atom 34 (H): 0.15, atom 35 (H): 0.17, atom 36 (H): 0.06, atom 37 (H): 0.05, atom 38 (H): 0.08, atom 39 (H): 0.18, atom 40 (H): 0.12, atom 41 (H): 0.13, atom 42 (H): 0.22, atom 43 (H): 0.05, atom 44 (H): 0.10